Entry 1:
Formula: C6H13BN3O2
Source: the OMol25 dataset
Level of theory: wB97M-V/def2-TZVPD

```
! RIJCOSX wB97M-V def2-TZVPD def2/J DEFGRID3
* xyz 1 1
B 3.5383 -0.2859 0.0196
C 1.5729 1.5885 -0.1405
C 0.1870 1.3805 -0.1951
C 2.1097 0.2765 -0.0589
C -2.2749 -1.4443 0.7568
C -2.3964 0.0698 -1.4015
C -2.3855 -0.0854 0.0629
N -0.1668 0.1431 0.0593
N 0.9999 -0.5223 0.1751
N -2.6718 0.9078 0.7897
O 3.5111 -1.5518 0.4230
O 4.5930 0.4954 -0.3653
H 2.2420 2.5150 -0.3652
H -0.5699 2.0224 -0.3286
H -1.5606 -1.3410 1.5652
H -3.1512 -1.4416 1.3696
H -2.2722 -2.2735 0.0629
H -3.3207 -0.2846 -1.8286
H -2.1904 1.0727 -1.6504
H -1.6095 -0.5299 -1.8776
H -2.7544 1.9100 0.5282
H 1.1007 -1.4512 0.5069
H -2.4132 0.8739 1.8031
H 4.3533 -2.0989 0.3893
H 5.5296 0.0546 -0.3001
*
```

Relative energy (zero: lowest compared OMol25 entry of this formula, charge and spin), kJ/mol: 0.0

Atom charges from the Löwdin analysis, given in e for atoms 1 to 2: -0.6873, 0.0323

---

Entry 2:
Formula: C30H34AlN10O2S
Source: the OMol25 dataset
Level of theory: wB97M-V/def2-TZVPD

```
! RIJCOSX wB97M-V def2-TZVPD def2/J DEFGRID3
* xyz 1 1
Al 0.1529 -0.2050 -0.1152
C -0.7970 -3.2973 -0.2219
N -1.2698 -1.9368 -0.5117
C -1.8654 -1.9556 -1.8497
C -2.2599 -1.6056 0.5031
C -3.5849 -2.0014 0.4308
C -4.4691 -1.6392 1.4318
C -4.0348 -0.8141 2.4572
C -2.7126 -0.4327 2.5475
C -1.7783 -0.8913 1.6118
N -0.4185 -0.6353 1.6075
C 0.1622 0.0526 2.6685
C -0.1769 -0.1525 4.0054
C 0.3357 0.6660 4.9931
C 1.2110 1.6830 4.6598
C 1.6603 1.8087 3.3547
C 1.1654 0.9780 2.3659
N 1.7124 0.9334 1.0131
C 1.8730 2.2608 0.3971
C 3.0656 0.3782 1.1754
H -1.6235 -4.0067 -0.3196
H -0.0105 -3.5848 -0.9197
H -0.4279 -3.3588 0.7985
H -2.5426 -2.8058 -1.9663
H -2.4175 -1.0334 -2.0216
H -1.0815 -2.0431 -2.5989
H -3.9462 -2.5826 -0.4021
H -5.4906 -1.9781 1.3930
H -4.7359 -0.4689 3.2012
H -2.4027 0.2667 3.3056
H -0.8498 -0.9560 4.2567
H 0.0333 0.5195 6.0192
H 1.5679 2.3582 5.4197
H 2.3859 2.5733 3.1232
H 2.6982 2.8137 0.8535
H 2.0929 2.1212 -0.6653
H 0.9644 2.8523 0.4874
H 3.6579 1.0310 1.8210
H 3.0223 -0.6038 1.6445
H 3.5659 0.3042 0.2101
N -7.3399 2.9332 -0.6141
C -5.9993 2.8634 -0.3702
C -5.2332 4.0340 -0.2650
C -3.8732 3.9554 -0.0590
C -3.2685 2.7151 0.0470
C -4.0011 1.5505 -0.0749
C -5.3600 1.6181 -0.2877
S -1.5615 2.6172 0.4805
O -1.4292 2.2220 1.8494
O -0.8500 3.7942 0.0706
N -0.9232 1.3268 -0.3988
C -0.9246 1.3707 -1.7214
N -1.6282 2.2407 -2.4378
C -1.5535 2.1290 -3.7463
C -0.8147 1.1258 -4.3740
C -0.1319 0.2483 -3.5548
N -0.1523 0.3724 -2.2288
H -7.7978 3.8113 -0.4444
H -7.8949 2.1083 -0.4734
H -5.7215 4.9957 -0.3399
H -3.2592 4.8378 0.0130
H -3.4971 0.6008 -0.0072
H -5.9386 0.7103 -0.3774
H -2.1156 2.8590 -4.3114
H -0.7858 1.0356 -5.4452
H 0.4359 -0.5758 -3.9740
N 3.3342 -4.2084 0.6722
C 3.0365 -3.1955 -0.1509
C 1.9985 -2.2801 0.1251
N 1.6914 -1.3180 -0.7228
C 2.4310 -1.1877 -1.8286
C 3.4685 -2.0740 -2.0795
N 3.7609 -3.0690 -1.2679
H 2.8261 -4.3593 1.5246
H 4.0928 -4.8231 0.4303
H 1.4226 -2.3234 1.0359
H 2.1834 -0.3739 -2.4880
H 4.0825 -1.9849 -2.9639
*
```

Relative energy (zero: lowest compared OMol25 entry of this formula, charge and spin), kJ/mol: 34.4

Atom charges from the Löwdin analysis, given in e for atoms 1 to 2: 0.1951, -0.0469

---

Entry 3:
Formula: C4H9NP
Source: the OMol25 dataset
Level of theory: wB97M-V/def2-TZVPD

```
! RIJCOSX wB97M-V def2-TZVPD def2/J DEFGRID3
* xyz 1 1
C 1.9858 0.0835 -0.1467
C -0.3161 1.6596 0.3518
C -0.5471 -0.4643 -1.6615
C -0.2036 -1.1817 1.2247
N 3.1295 0.0575 0.0297
P 0.1446 -0.0130 -0.0743
H 0.1683 2.3750 -0.3320
H 0.1769 1.9424 1.3078
H -1.4230 1.8046 0.6190
H -1.6349 -0.2063 -1.4542
H -0.3399 -1.4643 -1.9888
H -0.0499 0.1624 -2.5235
H -1.3006 -1.5463 1.1708
H -0.0828 -1.0535 2.3403
H 0.2928 -2.1555 1.1370
*
```

Relative energy (zero: lowest compared OMol25 entry of this formula, charge and spin), kJ/mol: 61.7

Atom charges from the Löwdin analysis, given in e for atoms 1 to 2: -0.2568, -0.1941

---

Entry 4:
Formula: C2H2BeF3O3S
Source: the OMol25 dataset
Level of theory: wB97M-V/def2-TZVPD

```
! RIJCOSX wB97M-V def2-TZVPD def2/J DEFGRID3
* xyz 1 1
S 0.1147 -0.2908 1.1386
O 0.0557 -1.8158 1.0119
O 1.3917 0.2334 0.4226
C -1.2344 0.2372 -0.0770
F -2.3984 -0.0338 0.4871
F -1.1348 1.5334 -0.2996
F -1.1365 -0.4191 -1.2186
C 2.2405 -0.1249 -0.9656
O 2.1937 -1.4191 -0.9986
Be 0.9601 -2.0447 -0.3264
H 1.5879 0.4507 -1.6437
H 3.2166 0.3330 -0.7464
*
```

Atom charges from the Löwdin analysis, given in e for atoms 1 to 2: 1.1806, -0.3462

---

Entry 5:
Formula: C3H2Cl2O2
Source: the OMol25 dataset
Level of theory: wB97M-V/def2-TZVPD

```
! RIJCOSX wB97M-V def2-TZVPD def2/J DEFGRID3
* xyz 0 1
C 0.1782 1.1202 -0.0329
C 0.1072 -0.4038 -0.0141
C -1.0234 -1.1331 0.0191
H 2.1133 0.8899 0.0852
H -1.0966 -2.2224 0.0553
O 1.4147 1.6013 0.0379
O -0.7514 1.8902 -0.0821
Cl 1.6627 -1.3097 -0.0496
Cl -2.6047 -0.4327 -0.0188
*
```

Relative energy (zero: lowest compared OMol25 entry of this formula, charge and spin), kJ/mol: 64.4

Atom charges from the Löwdin analysis, given in e for atoms 1 to 2: -0.5626, -0.5569

---

Entry 6:
Formula: C25H35Cl28F6N3O3S2
Source: the OMol25 dataset
Level of theory: wB97M-V/def2-TZVPD

```
! RIJCOSX wB97M-V def2-TZVPD def2/J DEFGRID3
* xyz 0 1
N 3.9914 -2.8116 -4.3106
C 3.4115 -2.4302 -3.0583
N 2.3405 -1.6076 -3.1067
C 1.8142 -1.3097 -1.8444
C 0.6101 -0.4241 -1.8060
C 0.0123 0.0464 -3.1918
O -0.4691 -1.1524 -3.8381
C -1.0620 -0.8917 -5.0503
F -2.1727 -0.0932 -4.8597
F -0.2097 -0.3878 -5.9963
F -1.5470 -2.1004 -5.5158
C -0.0076 -0.0115 -0.5412
S -1.4710 1.0853 -0.4798
O -1.9932 1.0785 0.8916
O -2.5315 0.6532 -1.4648
C -0.7595 2.8365 -0.8345
F -1.1693 3.3046 -2.0618
F -1.0985 3.6828 0.1729
F 0.6191 2.7315 -0.9044
C 0.6293 -0.5450 0.7263
C 1.7743 -1.4202 0.6922
C 2.4269 -1.8344 -0.6058
N 3.5521 -2.6659 -0.4938
C 3.9794 -2.9459 -1.7437
S 5.4330 -4.0588 -1.8536
H 5.0033 -2.6587 -4.3113
H 3.5603 -2.1816 -5.0016
H 0.9028 0.4357 -3.7742
H -0.7621 0.8480 -3.0780
H 0.1340 -0.2424 1.6820
H 2.2002 -1.8001 1.6588
H 5.3521 -4.7394 -3.0449
C 0.7914 -5.4193 -2.1699
Cl 1.5763 -3.9039 -1.6908
Cl 1.2695 -5.8973 -3.8017
H 1.0799 -6.1979 -1.4776
H -0.2876 -5.2816 -2.1444
C -0.4881 -9.2496 -2.0185
Cl 0.2272 -8.2386 -0.7563
Cl -0.6114 -8.3804 -3.5615
H 0.1339 -10.1299 -2.1584
H -1.4860 -9.5483 -1.7041
C -2.9488 6.2486 1.8547
Cl -4.4306 7.1258 1.4649
Cl -1.5437 7.3258 1.8491
H -3.0492 5.8071 2.8428
H -2.7963 5.4674 1.1146
C 0.5657 8.0750 4.6628
Cl 0.2819 6.4096 5.1887
Cl 2.2391 8.5595 4.9511
H 0.3544 8.1498 3.6000
H -0.0933 8.7375 5.2175
C -3.5647 -6.1154 -4.9404
Cl -3.9612 -7.7692 -4.4560
Cl -1.8632 -5.7379 -4.6360
H -3.7645 -6.0032 -6.0027
H -4.1844 -5.4257 -4.3735
C -4.5454 3.6367 -1.3450
Cl -5.9271 3.2925 -0.2989
Cl -3.3348 2.3060 -1.2339
H -4.8849 3.7201 -2.3746
H -4.0898 4.5780 -1.0313
C 5.7069 0.6939 -0.4760
Cl 3.9948 0.6650 -0.0442
Cl 5.9644 0.0891 -2.1193
H 6.0687 1.7175 -0.4167
H 6.2564 0.0665 0.2209
C -5.5821 -0.1300 0.9506
Cl -7.0256 -0.7330 0.1285
Cl -5.9743 0.5056 2.5543
H -4.8715 -0.9452 1.0596
H -5.1432 0.6664 0.3548
C -3.2034 0.9892 5.3717
Cl -1.9370 -0.1790 4.9717
Cl -4.0287 0.5519 6.8728
H -2.7524 1.9710 5.4901
H -3.9301 1.0113 4.5625
C -0.1937 -3.3619 5.8380
Cl 0.4946 -2.0775 4.8375
Cl 0.7660 -3.6230 7.2982
H -1.2038 -3.0797 6.1253
H -0.2164 -4.2830 5.2618
C 3.5594 5.2107 4.2678
Cl 3.2754 3.5465 4.7949
Cl 5.2354 5.6961 4.5547
H 3.3477 5.2847 3.2043
H 2.9000 5.8739 4.8223
C -2.2803 -9.1620 1.5395
Cl -2.2123 -9.8339 3.1724
Cl -2.7024 -10.4034 0.3508
H -3.0329 -8.3784 1.5113
H -1.3086 -8.7501 1.2872
C 1.8319 8.2758 0.7552
Cl 1.1110 9.8151 1.2387
Cl 3.1163 7.7825 1.8640
H 1.0571 7.5126 0.7515
H 2.2517 8.3811 -0.2423
C 3.3738 4.8667 -1.3255
Cl 4.3255 5.7926 -0.1603
Cl 4.1424 3.3253 -1.7190
H 2.3947 4.6677 -0.8965
H 3.2667 5.4501 -2.2365
*
```

Atom charges from the Löwdin analysis, given in e for atoms 1 to 2: 0.0993, -0.4004

---

Number 1: DFT total energy -15669.885 eV. Number 2: DFT total energy -68089.385 eV. Number 3: DFT total energy -15064.923 eV. Number 4: DFT total energy -27630.708 eV. Number 5: DFT total energy -32282.673 eV. Number 6: DFT total energy -425701.522 eV.